{
  "formula": "C32H57N14O4Ti",
  "method": "wB97M-V/def2-TZVPD",
  "species": ["Ti", "C", "N", "C", "C", "N", "C", "C", "N", "C", "C", "N", "C", "N", "C", "C", "N", "C", "C", "C", "C", "N", "C", "N", "C", "C", "N", "C", "C", "N", "C", "C", "H", "H", "H", "H", "H", "H", "H", "H", "H", "H", "H", "H", "H", "H", "H", "H", "H", "H", "H", "H", "H", "H", "H", "H", "H", "H", "H", "H", "H", "H", "H", "H", "H", "H", "H", "H", "H", "H", "H", "H", "H", "H", "H", "H", "H", "H", "H", "H", "N", "C", "C", "N", "C", "C", "N", "H", "H", "H", "H", "H", "O", "C", "O", "C", "C", "C", "C", "C", "C", "N", "O", "O", "H", "H", "H", "H"],
  "positions_angstrom": [[-0.62219, -0.46407, 0.01788], [1.03297, -4.59006, 1.15818], [1.37695, -4.30216, -0.22906], [2.04693, -5.42851, -0.90085], [1.05978, -3.17260, -0.87941], [-0.14306, -2.53470, -0.68611], [-1.21239, -3.55138, -0.66026], [-2.50095, -2.82863, -0.79316], [-2.52360, -1.74361, 0.22382], [-2.50597, -2.31117, 1.61090], [-1.26018, -1.83882, 2.32477], [-1.01750, -0.39795, 2.08539], [-0.94848, 0.35515, 3.23113], [-0.00554, 1.27705, 3.44104], [1.39832, 1.13066, 3.06737], [-0.26628, 2.48754, 4.22539], [-1.86984, 0.19642, 4.19699], [-1.53133, 0.28760, 5.62483], [-3.26329, -0.15636, 3.95023], [-3.74932, -0.92468, -0.02116], [-3.37779, 0.52313, 0.02209], [-2.15576, 0.66606, -0.79734], [-2.18769, 1.57658, -1.81054], [-1.43835, 1.38243, -2.90892], [-1.24619, 0.08862, -3.54421], [-0.88867, 2.49952, -3.68082], [-2.97320, 2.66902, -1.80667], [-3.61706, 3.15205, -3.03685], [-3.30028, 3.48873, -0.64059], [1.94136, -2.75811, -1.81255], [1.47449, -2.42608, -3.15974], [3.36887, -3.08790, -1.73776], [1.92640, -4.95916, 1.66280], [0.70932, -3.68854, 1.66107], [0.26197, -5.36008, 1.22754], [1.49722, -6.33492, -0.64805], [2.01193, -5.30318, -1.97936], [3.07969, -5.54332, -0.57036], [-1.10190, -4.25130, -1.48802], [-1.21195, -4.15110, 0.24944], [-2.57748, -2.36057, -1.77301], [-3.37021, -3.47478, -0.66149], [-3.40023, -1.98665, 2.12502], [-2.54291, -3.39658, 1.57263], [-1.30317, -2.07013, 3.38609], [-0.39689, -2.37770, 1.94484], [1.53839, 0.25535, 2.45829], [1.72490, 2.01762, 2.52245], [1.99497, 1.04613, 3.97749], [-1.33457, 2.64706, 4.34090], [0.20525, 2.44478, 5.20801], [0.16363, 3.32923, 3.68222], [-0.45343, 0.29398, 5.75878], [-1.96683, 1.17409, 6.08645], [-1.93327, -0.59542, 6.12228], [-3.51154, -0.01207, 2.90164], [-3.47253, -1.18951, 4.24144], [-3.89823, 0.49592, 4.55104], [-4.11393, -1.15459, -1.01924], [-4.53477, -1.19301, 0.68151], [-4.19430, 1.12044, -0.36312], [-3.17929, 0.85782, 1.03878], [-1.61939, -0.70751, -2.91384], [-1.77732, 0.06337, -4.49850], [-0.18746, -0.06522, -3.73152], [-0.90046, 3.41159, -3.09094], [0.14659, 2.25256, -3.92591], [-1.42510, 2.66158, -4.61717], [-3.55674, 2.39822, -3.81661], [-4.66693, 3.33391, -2.81412], [-3.16995, 4.08245, -3.38617], [-2.83119, 3.10564, 0.25064], [-2.93651, 4.50333, -0.81204], [-4.38185, 3.53032, -0.50221], [1.39450, -3.33209, -3.76488], [0.51659, -1.93742, -3.10447], [2.19629, -1.76355, -3.63414], [3.65495, -3.27548, -0.70628], [3.62726, -3.95372, -2.34784], [3.93109, -2.23487, -2.11083], [1.66370, 4.76240, -1.50999], [0.90928, 4.11786, -0.59333], [0.76281, 2.70914, -0.62813], [0.00718, 2.06839, 0.24896], [-0.63149, 2.81583, 1.16371], [-0.48655, 4.18809, 1.18645], [0.27527, 4.84811, 0.32207], [2.30959, 4.26784, -2.09731], [1.80325, 5.75253, -1.39408], [1.25810, 2.13216, -1.39669], [-1.28268, 2.31370, 1.86403], [-1.01228, 4.78241, 1.92797], [1.28965, -0.65357, 0.65898], [1.72111, -0.20156, -0.45138], [0.80227, -0.03252, -1.33222], [3.11407, 0.16587, -0.67985], [3.48873, 0.69477, -1.91639], [4.81317, 1.01593, -2.15039], [5.72309, 0.80238, -1.12814], [5.37881, 0.28823, 0.10689], [4.04988, -0.03733, 0.32898], [7.15994, 1.14620, -1.37771], [7.91588, 1.03822, -0.43244], [7.45564, 1.44280, -2.52032], [2.74689, 0.83649, -2.69474], [5.15812, 1.41604, -3.09186], [6.14065, 0.15622, 0.86193], [3.74057, -0.45332, 1.27976]],
  "mulliken_charge": [-1.158, -1.122, 0.337, -1.231, -0.956, 1.648, -0.726, -1.514, 0.213, -1.151, 0.236, 1.252, -0.434, 0.349, -0.905, -1.172, 0.280, -1.183, -0.988, -1.824, -0.624, 0.927, -0.112, 0.645, -1.176, -1.176, 0.307, -1.195, -0.877, 0.679, -0.781, -1.322, 0.440, 0.237, 0.376, 0.425, 0.392, 0.392, 0.473, 0.301, 0.580, 0.308, 0.631, 0.423, 1.209, -1.487, 0.044, 0.321, 0.488, 0.378, 0.400, 0.509, 0.353, 0.395, 0.426, 0.221, 0.336, 0.504, 0.478, 0.488, 0.933, 0.113, -0.110, 0.693, 0.265, 0.408, 0.296, 0.386, 0.378, 0.398, 0.374, 0.100, 0.393, 0.370, 0.388, -0.067, 0.320, 0.394, 0.446, 0.448, -0.395, -0.193, -0.515, 1.892, -1.905, -0.597, -0.649, 0.189, 0.284, -0.041, 1.498, 0.502, -0.648, 1.016, 0.530, 0.571, -0.324, -0.862, -0.425, -0.996, -0.291, 1.006, -0.562, -0.553, 0.495, 0.590, 0.572, 0.597],
  "e_above_lowest_kcal_mol": 19.4,
  "charge": 3
}

***

{
  "formula": "C32H58BN9OReS3Si",
  "method": "wB97M-V/def2-TZVPD",
  "species": ["Re", "C", "C", "C", "C", "N", "C", "C", "N", "B", "N", "C", "C", "N", "C", "S", "C", "C", "C", "C", "N", "C", "C", "N", "C", "S", "C", "C", "C", "C", "C", "S", "H", "H", "H", "H", "H", "H", "H", "H", "H", "H", "H", "H", "H", "H", "H", "H", "H", "H", "H", "H", "H", "H", "H", "H", "H", "H", "H", "H", "H", "H", "H", "H", "H", "H", "C", "Si", "C", "C", "O", "H", "H", "H", "H", "H", "H", "H", "H", "H", "C", "C", "N", "C", "C", "N", "H", "H", "H", "H", "H", "H", "C", "C", "C", "C", "N", "H", "H", "H", "H", "H", "H", "H", "H", "H"],
  "positions_angstrom": [[0.07635, -0.16594, -0.67957], [1.84499, 5.33791, 1.31444], [0.87728, 4.21044, 0.95547], [-0.53394, 4.79054, 0.87126], [1.32767, 3.60910, -0.37459], [0.92922, 3.17296, 2.02967], [1.76110, 3.24667, 3.12963], [1.57467, 2.12297, 3.84817], [0.62809, 1.36290, 3.21079], [0.27126, -0.04287, 3.74446], [1.27882, -1.11082, 3.25977], [1.49248, -2.23774, 4.01252], [2.31972, -3.05049, 3.32825], [2.62479, -2.41593, 2.13950], [1.98907, -1.21693, 2.11797], [2.14253, -0.00651, 0.89873], [3.49742, -2.98751, 1.07540], [2.69345, -3.08088, -0.22263], [3.91682, -4.39904, 1.48590], [4.75369, -2.13217, 0.92145], [-1.19653, -0.38980, 3.43185], [-2.18209, 0.24481, 4.15422], [-3.37415, -0.17567, 3.70043], [-3.13126, -1.08812, 2.68974], [-1.77565, -1.20972, 2.52475], [-0.95154, -2.15137, 1.37854], [-4.19248, -1.72181, 1.86850], [-4.04689, -3.24350, 1.89390], [-5.56014, -1.37216, 2.45499], [-4.10926, -1.15451, 0.45195], [0.24291, 2.00083, 2.09470], [-0.89036, 1.45528, 0.88625], [1.78907, 6.08529, 0.52432], [2.87610, 4.98748, 1.36657], [1.57998, 5.82652, 2.25323], [-0.55185, 5.56698, 0.10539], [-0.82032, 5.23811, 1.82490], [-1.25753, 4.02301, 0.60787], [1.36529, 4.40230, -1.12322], [0.64456, 2.84338, -0.72917], [2.32425, 3.17587, -0.27698], [2.41891, 4.07249, 3.30846], [2.03398, 1.79468, 4.76228], [0.36214, 0.00005, 4.94677], [1.00873, -2.37712, 4.96194], [2.69280, -4.02176, 3.58232], [1.72219, -3.53806, -0.02688], [3.23783, -3.70511, -0.93364], [2.52292, -2.10304, -0.66582], [3.05661, -5.05762, 1.61020], [4.51123, -4.40301, 2.40045], [4.53609, -4.80572, 0.68794], [4.50492, -1.12832, 0.58860], [5.40845, -2.59514, 0.18200], [5.29198, -2.07140, 1.86926], [-1.94454, 0.95019, 4.92963], [-4.36140, 0.09604, 4.01511], [-4.11881, -3.61240, 2.91865], [-3.09672, -3.55835, 1.47416], [-4.85726, -3.68390, 1.31168], [-5.65361, -1.69747, 3.49203], [-6.31729, -1.89612, 1.87251], [-5.77415, -0.30498, 2.39088], [-3.10683, -1.26200, 0.04268], [-4.37566, -0.09660, 0.46179], [-4.81411, -1.68095, -0.19325], [1.72522, 0.18375, -4.83974], [2.50619, 0.48203, -3.15348], [3.23407, 2.21373, -3.11098], [3.91769, -0.74927, -3.01727], [1.45423, 0.31926, -1.92986], [2.48433, 0.35505, -5.60733], [0.87662, 0.83085, -5.06084], [1.38390, -0.84856, -4.94032], [3.82210, 2.41020, -4.01018], [3.89183, 2.32968, -2.24742], [2.45892, 2.97832, -3.04099], [4.49819, -0.76223, -3.94254], [3.54618, -1.76094, -2.84512], [4.59130, -0.49783, -2.19573], [-3.61200, 2.49179, -1.22717], [-2.50537, 2.78847, -2.17546], [-1.39120, 2.11218, -2.29242], [-0.69660, 2.70910, -3.31589], [-1.39387, 3.76570, -3.81550], [-2.55670, 3.80697, -3.07885], [-3.28765, 1.71116, -0.54502], [-4.50086, 2.14440, -1.75881], [-3.88553, 3.37049, -0.64022], [0.27508, 2.35247, -3.60666], [-1.19011, 4.45963, -4.61097], [-3.30303, 4.47224, -3.17570], [-0.05956, -3.08890, -2.90399], [-1.28370, -2.26214, -2.50973], [-1.83836, -1.50589, -3.71778], [-2.35811, -3.17566, -1.91630], [-0.87064, -1.26093, -1.55330], [-0.29361, -3.72222, -3.76230], [0.25472, -3.72479, -2.07601], [0.77283, -2.43277, -3.16198], [-2.21820, -2.21165, -4.45958], [-1.06107, -0.89251, -4.17447], [-2.64844, -0.84574, -3.40769], [-2.56513, -4.00222, -2.59922], [-3.28279, -2.62660, -1.75182], [-2.02679, -3.58083, -0.96045]],
  "lowdin_spin": [0.866, 0.000, 0.000, 0.000, 0.000, 0.001, 0.000, 0.000, 0.000, 0.001, -0.001, 0.000, 0.000, -0.001, 0.001, 0.011, 0.000, 0.000, 0.000, 0.000, 0.004, 0.002, 0.001, 0.007, 0.010, 0.030, 0.000, 0.001, 0.000, 0.000, 0.001, 0.003, 0.000, 0.000, 0.000, 0.000, 0.000, 0.000, 0.000, 0.001, 0.000, 0.000, 0.000, 0.000, 0.000, 0.000, 0.000, 0.000, 0.000, 0.000, 0.000, 0.000, 0.000, 0.000, 0.000, 0.000, 0.000, 0.000, 0.001, 0.000, 0.000, 0.000, 0.000, 0.000, 0.000, 0.000, 0.001, 0.011, 0.000, 0.002, 0.069, 0.000, 0.000, 0.000, 0.000, 0.000, 0.000, 0.000, 0.000, 0.000, 0.000, 0.001, 0.018, 0.000, 0.000, 0.000, 0.000, 0.000, 0.000, 0.000, 0.000, 0.000, 0.000, -0.001, -0.002, -0.002, -0.036, 0.000, 0.000, 0.000, -0.001, 0.000, 0.000, 0.000, 0.000, 0.000],
  "multiplicity": 2,
  "e_above_lowest_kcal_mol": 18.8,
  "s_squared": 0.758
}